{"formula": "C22H21N4S5Sc", "method": "wB97M-V/def2-TZVPD", "homo_energy_ev": -12.93, "total_energy_ha": -3821.2696, "multiplicity": 1, "total_charge": 2, "elements": ["Sc", "C", "N", "C", "C", "C", "C", "C", "C", "N", "C", "C", "C", "C", "C", "C", "N", "C", "C", "C", "C", "C", "N", "H", "H", "H", "H", "H", "H", "H", "H", "H", "H", "H", "H", "H", "H", "H", "H", "H", "H", "C", "S", "C", "C", "S", "S", "C", "S", "S", "H", "H", "H"], "xyz": [[-0.087, -0.159, -0.241], [-0.806, 2.341, 1.406], [-0.197, 2.112, 0.070], [1.166, 2.688, -0.005], [2.024, 1.931, -0.980], [2.935, 2.557, -1.803], [3.784, 1.773, -2.575], [3.686, 0.396, -2.499], [2.720, -0.163, -1.684], [1.895, 0.588, -0.931], [-1.061, 2.665, -0.993], [-2.273, 1.788, -1.192], [-3.412, 2.258, -1.818], [-4.481, 1.393, -1.986], [-4.381, 0.090, -1.521], [-3.204, -0.313, -0.927], [-2.160, 0.521, -0.762], [-0.450, 1.271, 2.410], [-0.546, 1.505, 3.769], [-0.285, 0.467, 4.654], [0.070, -0.781, 4.164], [0.149, -0.949, 2.798], [-0.109, 0.054, 1.938], [-0.515, 3.325, 1.786], [-1.892, 2.354, 1.289], [1.125, 3.752, -0.254], [1.616, 2.605, 0.988], [2.995, 3.637, -1.825], [4.511, 2.239, -3.228], [4.332, -0.248, -3.078], [2.576, -1.231, -1.620], [-1.379, 3.685, -0.753], [-0.480, 2.715, -1.919], [-3.462, 3.284, -2.156], [-5.386, 1.734, -2.472], [-5.194, -0.613, -1.627], [-3.071, -1.328, -0.579], [-0.819, 2.487, 4.131], [-0.358, 0.635, 5.720], [0.281, -1.610, 4.824], [0.420, -1.907, 2.364], [2.870, -4.431, -1.409], [2.507, -3.269, -0.067], [0.823, -3.668, 0.238], [-0.260, -3.176, -0.404], [-0.327, -2.004, -1.729], [-1.814, -3.753, 0.141], [-1.246, -4.807, 1.436], [-2.230, -5.646, 2.396], [0.503, -4.816, 1.521], [3.935, -4.339, -1.614], [2.298, -4.193, -2.302], [2.665, -5.449, -1.086]]}